(1)
A structure of composition C34H49N4P2Rh in a non-equilibrium geometry. Source: OMol25; level of theory: ωB97M-V with the def2-TZVPD basis set.

```
90
Properties=species:S:1:pos:R:3:forces:R:3
Rh 1.4332 0.6400 0.5267 -0.9 -1.1 1.6
C 0.6777 -3.1381 -0.3332 0.0 0.5 0.1
P 1.7400 -1.7562 0.2605 -0.6 0.2 1.3
C 2.9325 -1.6799 -1.0976 0.1 -0.2 -3.1
N 2.7889 -2.5667 -2.0310 -0.8 0.1 3.5
C 2.9961 -2.6187 -3.3375 0.9 1.1 -2.8
C 3.1166 -3.8955 -3.9332 -0.1 0.1 0.4
C 3.2580 -4.0565 -5.2819 0.1 0.3 -0.5
C 3.2592 -2.9342 -6.1329 0.1 -0.5 0.1
C 3.1341 -1.6821 -5.6073 -0.1 0.3 0.3
C 3.0126 -1.4606 -4.2183 0.9 -3.1 0.1
N 2.8305 -0.2153 -3.7985 -0.7 3.3 2.1
C 3.0325 0.2812 -2.6203 -0.2 -3.0 -2.5
P 2.0869 1.4490 -1.6451 -0.5 0.5 0.9
C 0.3894 1.1927 -2.4199 0.6 0.1 0.0
C 2.4605 3.2783 -1.9044 0.0 -0.5 0.3
C 1.5119 4.1379 -1.0758 -0.1 -0.2 0.0
C 3.8974 3.5620 -1.4851 0.0 -0.2 0.0
C 2.2811 3.5403 -3.3977 -0.1 -0.2 0.0
C 2.5858 -2.5153 1.7847 0.0 0.4 -0.2
C 3.5873 -3.5985 1.4055 -0.1 0.1 -0.1
C 3.2719 -1.3528 2.4971 -0.1 0.1 -0.1
C 1.4895 -3.0750 2.6882 -0.1 0.1 -0.2
H 1.2727 -4.0335 -0.4989 0.0 0.0 0.0
H 0.2245 -2.8331 -1.2753 0.0 -0.1 0.0
H -0.1141 -3.3389 0.3832 0.0 0.1 0.1
H 3.1138 -4.7458 -3.2643 -0.1 0.0 0.0
H 3.3687 -5.0430 -5.7076 0.0 -0.1 0.0
H 3.3510 -3.0707 -7.2014 0.0 0.0 0.0
H 3.1435 -0.8055 -6.2371 -0.1 0.1 -0.1
H -0.3382 1.9182 -2.0664 0.0 0.0 0.1
H 0.0398 0.1925 -2.1570 0.1 0.1 0.0
H 0.5217 1.2478 -3.4990 0.0 0.0 -0.2
H 1.8218 4.1238 -0.0334 -0.1 0.1 0.1
H 0.4834 3.7850 -1.1384 -0.1 0.1 0.0
H 1.5481 5.1666 -1.4342 0.0 0.1 0.0
H 4.0786 3.2092 -0.4699 0.1 0.0 0.0
H 4.0880 4.6343 -1.5236 0.0 0.1 0.0
H 4.5954 3.0698 -2.1578 0.1 0.0 0.0
H 1.2280 3.5883 -3.6639 -0.1 0.0 -0.1
H 2.7587 2.7549 -3.9848 0.0 0.0 -0.2
H 2.7390 4.4930 -3.6616 0.0 0.1 0.0
H 4.4541 -3.1655 0.9136 0.1 0.0 0.0
H 3.1496 -4.3332 0.7326 0.0 -0.1 -0.1
H 3.9314 -4.1208 2.2974 0.0 0.0 0.1
H 3.9807 -0.8693 1.8289 0.0 0.1 0.1
H 3.7974 -1.6845 3.3919 0.1 -0.2 0.1
H 2.5230 -0.6122 2.7924 0.1 0.0 0.0
H 1.1180 -4.0313 2.3286 -0.1 -0.1 0.0
H 0.6600 -2.3710 2.7408 -0.2 0.0 0.1
H 1.8735 -3.2181 3.6968 0.1 0.0 0.1
C 1.3135 2.9979 2.5233 -0.1 -0.3 -0.1
C 0.3984 1.9882 3.2313 0.0 0.3 -0.2
C -0.8958 2.7371 3.6150 0.2 -0.1 0.0
C 0.0928 0.8435 2.2551 0.5 -0.6 -0.3
C 1.0447 1.4172 4.4808 0.1 0.0 -0.1
C 0.2779 0.7203 5.4106 0.0 0.0 0.0
C 0.8304 0.2565 6.5893 -0.1 -0.1 0.1
C 2.1738 0.4526 6.8546 0.1 -0.1 0.1
C 2.9602 1.0851 5.9108 0.1 0.0 0.1
C 2.4034 1.5606 4.7369 -0.1 0.0 0.0
H 0.7378 3.5124 1.7555 0.0 0.0 -0.1
H 2.1626 2.4822 2.0403 -0.1 0.2 0.1
H 1.6904 3.7421 3.2225 0.1 0.1 0.0
H -1.3979 3.0962 2.7180 0.0 0.0 0.0
H -0.6519 3.5915 4.2451 0.0 0.1 0.1
H -1.5940 2.1070 4.1595 -0.1 -0.1 0.0
H -0.2851 -0.0577 2.7422 0.0 0.1 -0.2
H -0.7709 0.5414 5.2239 -0.1 0.0 0.0
H 0.2052 -0.2543 7.3070 -0.1 -0.1 0.1
H 2.6055 0.1021 7.7803 0.0 0.0 0.1
H 4.0170 1.2198 6.0872 0.1 0.0 0.0
H 3.0499 2.0501 4.0265 0.0 0.1 -0.1
C 5.7828 0.0750 -0.0546 -0.1 0.0 -0.2
C 5.2031 -0.4536 -1.3713 0.4 0.0 0.1
C 5.6964 -1.8921 -1.5677 -0.1 0.1 0.0
C 5.7851 0.3782 -2.5206 -0.1 -0.1 0.1
C 3.6380 -0.3517 -1.3491 0.5 0.1 0.0
N 3.1073 0.6836 -0.4643 1.0 1.5 -0.9
H 6.8590 0.2022 -0.1538 0.1 -0.1 0.0
H 5.5989 -0.6268 0.7543 0.0 0.0 0.1
H 5.3386 1.0313 0.2093 0.0 0.0 0.1
H 6.7851 -1.8960 -1.5964 0.1 0.0 0.0
H 5.3389 -2.3173 -2.5020 0.0 -0.1 -0.1
H 5.3798 -2.5390 -0.7538 0.0 -0.1 0.0
H 6.8716 0.3239 -2.4968 0.1 0.0 0.1
H 5.5015 1.4219 -2.4357 0.0 0.1 0.0
H 5.4579 0.0061 -3.4871 0.0 0.0 -0.2
N -1.3497 1.5819 0.2584 0.4 0.1 -0.2
C -0.6335 1.2159 1.1096 -1.7 0.3 0.0
```
Forces are in eV/Å.

Multiplicity: 1
Charge: 0
Relative energy (zero: lowest compared OMol25 entry of this formula, charge and spin): 74.6 kcal/mol
Gap between HOMO and LUMO (spin up / spin down): 6.1290 / 6.3220 eV
E: -63596.57163 eV
LUMO level (spin up / spin down): -0.53 / -0.50 eV


(2)
A cluster of 3 separate species, C34H50BF3IN2O8PS in total in a non-equilibrium geometry. Source: OMol25; level of theory: ωB97M-V with the def2-TZVPD basis set.

```
101
Properties=species:S:1:pos:R:3:forces:R:3
C -1.9326 -3.4293 4.3482 -0.5 1.0 -0.3
C -1.5045 -2.4442 3.7985 0.3 -0.3 -0.2
C -0.9699 -1.3385 2.9622 -0.7 -0.7 0.2
C 0.0934 -1.8563 1.9039 -0.6 0.0 2.6
C 1.3657 -1.9923 2.7875 0.7 -0.8 -0.2
O 1.8641 -0.7877 3.3140 -0.1 -0.2 -0.3
C 1.8650 -0.7501 4.7298 -0.1 1.2 1.1
C 1.8099 0.7325 5.2072 -0.2 -0.4 -0.2
C 0.6378 1.0096 6.1629 0.5 0.9 0.0
O -0.2705 -3.2777 1.7946 0.6 0.4 -1.6
S 0.2177 -4.0386 0.5021 -0.1 -3.2 -0.9
O -0.3861 -5.3348 0.5577 -1.2 0.1 0.4
O 1.6252 -4.1898 0.3150 0.5 2.0 0.3
C -0.6520 -3.1680 -0.7963 -0.4 0.8 0.3
P -0.0510 -3.5753 -2.5142 1.6 -0.5 -0.5
N 1.4278 -3.2053 -2.8678 -0.3 0.3 -0.1
C -0.8461 -1.5830 -0.5545 -0.1 -2.0 0.0
C -2.3605 -1.4201 -0.3901 -1.3 -0.2 -0.5
C -3.1302 -2.1741 0.7084 -0.3 -0.2 0.4
F -3.9088 -1.2570 1.4385 0.2 0.1 0.0
O -0.4723 -1.1368 -1.8658 -0.5 1.1 0.5
B -0.8718 0.0635 -2.3997 0.0 1.0 -0.5
O -0.0154 1.1460 -2.3457 0.0 -0.5 0.1
O -2.0931 0.2454 -3.0533 0.2 -0.5 0.8
C 0.1303 -1.0493 0.5867 0.9 1.1 -1.8
C 1.5184 -1.0411 -0.1969 0.7 -0.1 0.3
C 2.8677 -0.6560 0.4250 0.9 0.0 -0.3
N 3.0131 0.7167 0.9950 0.7 0.0 0.1
C 3.1926 1.7113 -0.0823 -0.1 1.1 0.0
C 3.6769 3.0950 0.4707 -0.2 -0.6 -1.1
C 4.3245 0.6952 1.6570 0.4 0.5 0.6
C 4.4676 1.0211 3.1362 -0.1 -0.4 -0.1
O 5.3273 0.4461 1.0437 0.1 -0.2 -0.4
C -0.0371 0.4747 0.9256 -0.3 0.1 0.7
C -1.3959 1.1737 1.1557 -0.2 1.1 0.0
C -1.7917 2.2405 0.0924 -0.3 -0.6 0.7
I -1.2109 2.3494 3.0338 -0.1 -0.2 -0.2
H -2.6160 -4.1383 4.7568 0.4 -0.2 0.2
H -0.5357 -0.6100 3.6507 0.1 0.2 -0.5
H -1.8643 -0.8960 2.5185 0.3 0.1 0.0
H 1.1208 -2.6459 3.6378 -0.5 0.0 -0.4
H 2.0980 -2.5940 2.2253 0.1 0.6 0.1
H 0.9730 -1.2238 5.1709 0.2 -0.3 -0.4
H 2.7580 -1.2189 5.1733 -0.2 -0.2 -0.4
H 1.6950 1.3655 4.3183 0.0 -0.2 0.1
H 2.7598 1.0041 5.6808 -0.2 0.1 -0.1
H 0.8331 0.6576 7.1826 -0.2 -0.3 -0.3
H -0.3270 0.6642 5.7763 0.2 -0.2 0.1
H 0.5480 2.1037 6.2548 -0.1 -0.2 0.0
H -1.6391 -3.6571 -0.8041 0.2 0.1 0.4
H -1.0330 -3.0356 -3.3805 -0.2 -0.2 0.6
H -0.1978 -4.9847 -2.6305 -0.7 0.3 0.4
H 1.9564 -4.0423 -3.0856 0.1 0.1 0.1
H -2.7950 -1.8171 -1.3221 0.4 0.2 0.0
H -2.7706 -0.4025 -0.3716 0.6 0.0 0.1
H -3.8626 -2.8715 0.2860 0.2 0.1 -0.1
H -2.5495 -2.7386 1.4429 0.1 0.2 -0.2
H -0.3398 1.8612 -2.9022 0.2 0.1 0.0
H -2.4307 1.1125 -2.8017 -0.2 0.0 -0.4
H 1.4797 -0.3066 -1.0077 -0.7 -0.3 0.2
H 1.6857 -1.9904 -0.7225 0.0 0.2 0.2
H 3.3453 -1.3588 1.1155 -0.6 0.0 0.1
H 3.5749 -0.6673 -0.4284 -0.3 -0.3 0.1
H 3.9443 1.3951 -0.8223 -0.2 -0.3 0.1
H 2.2607 1.9031 -0.6272 0.0 -0.5 0.2
H 3.4702 3.2174 1.5353 0.0 0.1 -0.2
H 3.1713 3.8665 -0.1225 0.0 0.0 0.4
H 4.7382 3.1956 0.2213 -0.1 0.1 0.6
H 4.2824 0.0816 3.6751 -0.3 0.3 0.0
H 5.5098 1.2739 3.3491 -0.2 0.1 -0.3
H 3.8029 1.8148 3.4794 -0.1 -0.3 0.0
H 0.5645 0.6176 1.8304 0.0 -0.2 -0.2
H 0.4951 1.0947 0.1999 -0.2 -0.4 -0.1
H -2.2971 0.5924 1.3405 0.4 -0.2 0.2
H -0.9130 2.7174 -0.3309 -0.1 0.0 -0.1
H -2.4415 1.7753 -0.6663 0.4 0.1 -0.1
H -2.4148 2.9768 0.6057 0.1 0.1 -0.4
F -3.4207 -3.9064 -4.4852 0.0 0.0 0.1
C -2.9654 -3.9330 -5.7539 0.2 0.0 -0.5
C -2.4770 -5.1170 -6.2708 0.0 -0.2 0.2
C -2.0121 -5.1436 -7.5777 0.0 0.2 0.0
C -2.0311 -3.9877 -8.3461 0.0 0.0 -0.1
C -2.5203 -2.8047 -7.8099 0.0 -0.2 0.0
C -2.9959 -2.7758 -6.5068 -0.1 0.2 0.2
H -2.4626 -6.0062 -5.6535 0.0 0.0 0.0
H -1.6339 -6.0669 -7.9963 0.0 0.0 0.0
H -1.6639 -4.0099 -9.3640 0.0 0.0 0.0
H -2.5315 -1.9023 -8.4068 0.0 0.0 0.0
H -3.3886 -1.8645 -6.0741 0.0 0.0 0.0
F -0.0305 4.7783 0.3165 0.1 0.0 0.0
C -0.4928 5.9737 -0.0977 -0.1 0.3 -0.1
C -1.1900 6.0514 -1.2875 0.0 -0.2 -0.1
C -1.6699 7.2828 -1.7101 0.1 0.1 0.1
C -1.4386 8.4180 -0.9454 0.0 0.1 0.0
C -0.7317 8.3222 0.2461 -0.1 -0.1 -0.1
C -0.2589 7.0914 0.6778 0.1 0.0 0.2
H -1.3534 5.1559 -1.8735 0.0 0.0 0.0
H -2.2239 7.3566 -2.6367 0.0 0.0 0.0
H -1.8101 9.3782 -1.2788 0.0 0.0 0.0
H -0.5479 9.2075 0.8403 0.0 0.0 0.0
H 0.2867 6.9949 1.6074 0.0 0.0 0.0
```
Forces are in eV/Å.

Multiplicity: 1
Charge: 0
Gap between HOMO and LUMO: 8.5953 eV
E: -92479.88730 eV
LUMO level: -0.13 eV